Record 1
A molecular structure, C37H38S4Sb3V. Source: the OMol25 dataset; level of theory: ωB97M-V/def2-TZVPD.

LUMO level (alpha / beta): 3.883 / 3.884 eV
energy: -4690.2258 Ha
spin multiplicity: 3
net charge: -2
max |F|: 0.01717 hartree/bohr
energy relative to the best compared isomer or geometry (same formula, charge and spin): 31.09 kJ/mol
Kohn-Sham gap (alpha / beta): 5.531 / 5.893 eV

Geometry (Å):
V (-0.224, 0.790, -1.973)
C (-2.306, -0.296, -1.624)
C (-2.572, -1.774, -1.310)
C (-1.771, -2.690, -2.229)
Sb (0.222, -1.927, -2.275)
C (1.220, -3.041, -0.750)
C (0.535, -3.753, 0.230)
C (1.228, -4.412, 1.238)
C (2.615, -4.363, 1.274)
C (3.306, -3.655, 0.299)
C (2.613, -2.996, -0.708)
C (1.033, -3.010, -3.913)
C (2.244, -2.575, -4.442)
C (2.847, -3.263, -5.490)
C (2.223, -4.383, -6.019)
C (1.009, -4.819, -5.501)
C (0.415, -4.137, -4.448)
Sb (-0.692, 0.145, 0.674)
C (0.562, 0.703, 2.382)
C (1.878, 0.247, 2.297)
C (2.807, 0.524, 3.292)
C (2.424, 1.255, 4.408)
C (1.114, 1.703, 4.518)
C (0.195, 1.429, 3.513)
C (-2.513, 0.115, 1.822)
C (-3.738, 0.630, 1.411)
C (-4.859, 0.553, 2.228)
C (-4.777, -0.051, 3.475)
C (-3.564, -0.577, 3.896)
C (-2.447, -0.495, 3.075)
H (-3.131, 0.324, -1.264)
H (-2.358, -0.173, -2.717)
H (-3.643, -2.015, -1.388)
H (-2.301, -2.016, -0.271)
H (-2.128, -2.578, -3.257)
H (-1.810, -3.750, -1.970)
H (-0.549, -3.782, 0.223)
H (0.683, -4.957, 2.001)
H (3.157, -4.870, 2.063)
H (4.388, -3.609, 0.320)
H (3.171, -2.446, -1.461)
H (2.735, -1.693, -4.048)
H (3.788, -2.903, -5.889)
H (2.681, -4.915, -6.845)
H (0.522, -5.693, -5.919)
H (-0.530, -4.488, -4.049)
H (2.192, -0.334, 1.433)
H (3.825, 0.167, 3.194)
H (3.144, 1.476, 5.189)
H (0.807, 2.284, 5.380)
H (-0.816, 1.805, 3.612)
H (-3.826, 1.116, 0.448)
H (-5.800, 0.970, 1.888)
H (-5.650, -0.110, 4.114)
H (-3.483, -1.052, 4.867)
H (-1.504, -0.903, 3.424)
S (5.604, -1.012, -3.534)
Sb (5.151, 0.293, -5.341)
S (1.475, 1.289, -3.446)
S (-0.520, 1.656, -4.045)
S (5.655, -0.856, -7.243)
C (-0.595, 4.399, -1.011)
C (-0.164, 3.332, 0.014)
C (1.363, 3.211, -0.045)
C (-0.821, 2.015, -0.421)
C (-0.635, 3.831, 1.387)
C (-1.955, 3.635, 1.797)
C (-2.419, 4.100, 3.018)
C (-1.569, 4.792, 3.871)
C (-0.259, 5.013, 3.476)
C (0.197, 4.541, 2.251)
H (-0.298, 4.087, -2.014)
H (-0.133, 5.364, -0.778)
H (-1.680, 4.526, -0.999)
H (1.654, 2.811, -1.017)
H (1.741, 2.545, 0.734)
H (1.852, 4.182, 0.067)
H (-1.900, 2.134, -0.563)
H (-2.628, 3.086, 1.156)
H (-3.445, 3.902, 3.308)
H (-1.922, 5.147, 4.832)
H (0.424, 5.542, 4.131)
H (1.232, 4.706, 1.985)

These are the Mulliken partial charges, in e, on atoms 1 to 8: -0.51, -1.37, 0.36, -1.78, 1.77, 0.38, -0.17, -0.59

---

Record 2
A molecular structure, C37H39B2F4N6O6PTi at a distorted geometry. Source: the OMol25 dataset; level of theory: ωB97M-V/def2-TZVPD.

LUMO level: -1.296 eV
energy: -3853.6693 Ha
net charge: 0
max |F|: 0.04828 hartree/bohr
energy relative to the best compared isomer or geometry (same formula, charge and spin): 116.30 kJ/mol
Kohn-Sham gap: 7.199 eV

Geometry (Å):
Ti (-1.049, -0.261, 1.123)
C (-3.475, 2.528, 3.364)
C (-2.890, 1.301, 2.759)
N (-1.638, 1.027, 2.731)
O (-0.788, 1.887, 3.324)
B (0.338, 1.186, 4.038)
F (-0.213, 0.280, 4.948)
F (1.105, 2.165, 4.610)
O (1.239, 0.414, 3.113)
N (0.595, -0.620, 2.530)
C (1.036, -1.801, 2.754)
C (2.221, -2.090, 3.607)
C (0.191, -2.846, 2.178)
N (-0.925, -2.393, 1.751)
O (-1.765, -3.309, 1.235)
B (-3.211, -3.095, 1.607)
F (-3.316, -3.175, 2.992)
F (-3.917, -4.052, 0.927)
O (-3.726, -1.764, 1.151)
N (-3.072, -0.739, 1.739)
C (-3.745, 0.247, 2.179)
C (-5.225, 0.356, 2.117)
C (0.538, -4.294, 2.156)
H (-2.694, 3.102, 3.854)
H (-4.251, 2.270, 4.084)
H (-3.938, 3.134, 2.581)
H (2.710, -1.160, 3.880)
H (2.925, -2.745, 3.093)
H (1.896, -2.599, 4.518)
H (-5.647, -0.613, 1.868)
H (-5.497, 1.069, 1.334)
H (-5.636, 0.714, 3.060)
H (1.572, -4.467, 2.439)
H (0.349, -4.695, 1.160)
H (-0.119, -4.837, 2.838)
N (0.102, 0.997, 0.524)
P (1.109, 2.111, 0.053)
C (1.049, 3.554, 1.142)
C (-0.134, 4.288, 1.226)
C (-0.235, 5.341, 2.119)
C (0.834, 5.656, 2.947)
C (2.001, 4.912, 2.886)
C (2.111, 3.861, 1.987)
C (0.738, 2.562, -1.665)
C (1.644, 2.322, -2.698)
C (1.271, 2.549, -4.015)
C (-0.007, 2.998, -4.311)
C (-0.922, 3.213, -3.289)
C (-0.552, 2.993, -1.972)
C (2.840, 1.568, 0.023)
C (3.867, 2.412, -0.400)
C (5.177, 1.958, -0.410)
C (5.469, 0.663, -0.001)
C (4.450, -0.177, 0.422)
C (3.137, 0.278, 0.437)
H (-0.987, 4.024, 0.617)
H (-1.156, 5.907, 2.180)
H (0.749, 6.470, 3.655)
H (2.823, 5.132, 3.554)
H (3.013, 3.267, 1.972)
H (2.637, 1.952, -2.485)
H (1.982, 2.362, -4.811)
H (-0.300, 3.162, -5.340)
H (-1.937, 3.511, -3.512)
H (-1.289, 3.103, -1.193)
H (3.643, 3.424, -0.717)
H (5.972, 2.615, -0.737)
H (6.493, 0.313, -0.008)
H (4.678, -1.184, 0.750)
H (2.331, -0.359, 0.777)
C (-0.583, -4.677, -6.231)
C (-0.388, -3.952, -4.931)
C (-1.474, -3.555, -4.165)
C (-1.323, -2.866, -2.969)
C (-2.547, -2.462, -2.203)
C (-0.008, -2.582, -2.526)
C (0.236, -1.869, -1.298)
O (-0.622, -1.393, -0.568)
C (1.110, -2.981, -3.297)
C (2.530, -2.683, -2.877)
C (0.898, -3.653, -4.482)
H (-1.613, -5.009, -6.347)
H (0.073, -5.546, -6.295)
H (-0.340, -4.021, -7.069)
H (-2.476, -3.784, -4.508)
H (-3.444, -2.766, -2.740)
H (-2.580, -1.384, -2.039)
H (-2.565, -2.926, -1.217)
H (1.288, -1.726, -1.014)
H (2.715, -1.610, -2.806)
H (3.225, -3.094, -3.606)
H (2.770, -3.125, -1.908)
H (1.751, -3.960, -5.078)
O (-3.776, 1.779, -1.859)
C (-3.073, 1.242, -1.053)
N (-2.362, 0.719, -0.265)

These are the Mulliken partial charges, in e, on atoms 1 to 8: -1.81, -1.81, 1.20, 0.98, -0.46, 0.90, -0.41, -0.39

---

Record 3
A molecular structure, C37H39Cl3GeMgN8O5PSTe. Source: the OMol25 dataset; level of theory: ωB97M-V/def2-TZVPD.

LUMO level (alpha / beta): -0.360 / -1.381 eV
energy: -6913.0437 Ha
spin multiplicity: 2
net charge: 0
max |F|: 0.01469 hartree/bohr
energy relative to the best compared isomer or geometry (same formula, charge and spin): 17.05 kJ/mol
Kohn-Sham gap (alpha / beta): 7.036 / 5.920 eV

Geometry (Å):
Mg (0.107, 0.823, -1.780)
C (3.714, 1.070, 2.367)
N (3.259, 0.676, 1.049)
C (2.006, 0.704, 0.597)
N (1.972, 0.255, -0.647)
C (3.275, -0.036, -0.906)
N (4.085, 0.193, 0.099)
C (2.986, 0.343, 3.475)
C (2.933, 0.907, 4.744)
C (2.296, 0.247, 5.786)
C (1.680, -0.974, 5.571)
C (1.716, -1.536, 4.298)
C (2.375, -0.885, 3.259)
C (1.084, -2.828, 4.052)
N (0.796, -3.760, 4.896)
N (0.233, -4.790, 4.173)
C (0.228, -4.418, 2.939)
O (0.748, -3.173, 2.781)
C (-0.258, -5.154, 1.776)
C (-0.308, -6.546, 1.825)
C (-0.776, -7.248, 0.730)
C (-1.205, -6.571, -0.404)
C (-1.177, -5.185, -0.451)
C (-1.749, -4.461, -1.649)
N (-0.967, -3.314, -2.060)
C (-1.079, -2.053, -1.637)
N (-0.143, -1.317, -2.197)
C (0.534, -2.198, -2.978)
N (0.074, -3.425, -2.909)
C (-0.690, -4.477, 0.642)
H (3.562, 2.145, 2.471)
H (4.784, 0.865, 2.394)
H (1.169, 1.056, 1.174)
H (3.621, -0.434, -1.845)
H (3.388, 1.875, 4.916)
H (2.267, 0.698, 6.770)
H (1.171, -1.497, 6.370)
H (2.408, -1.349, 2.282)
H (0.030, -7.057, 2.716)
H (-0.801, -8.329, 0.753)
H (-1.567, -7.128, -1.260)
H (-2.750, -4.094, -1.417)
H (-1.825, -5.130, -2.504)
H (-1.835, -1.707, -0.949)
H (1.363, -1.914, -3.604)
H (-0.640, -3.394, 0.618)
C (-1.772, 1.302, -2.957)
H (-1.634, 2.346, -3.237)
H (-2.815, 1.049, -2.773)
H (-1.280, 0.566, -3.604)
C (4.332, 1.878, -4.510)
C (3.319, 2.899, -4.975)
O (2.162, 2.241, -5.563)
P (0.889, 2.004, -4.636)
O (1.232, 1.204, -3.410)
Te (-0.827, 1.075, -6.021)
O (0.439, 3.441, -4.108)
C (0.224, 4.530, -5.033)
C (-0.726, 5.519, -4.404)
H (5.219, 2.385, -4.126)
H (4.629, 1.232, -5.336)
H (3.907, 1.269, -3.715)
H (3.722, 3.527, -5.768)
H (2.994, 3.542, -4.151)
H (-0.192, 4.117, -5.956)
H (1.194, 4.981, -5.253)
H (-1.676, 5.038, -4.169)
H (-0.913, 6.339, -5.099)
H (-0.309, 5.923, -3.484)
O (-0.807, 0.556, 0.056)
S (-2.056, 1.359, 0.382)
C (-3.294, 0.096, 0.666)
C (-4.573, 0.334, 0.189)
C (-5.548, -0.644, 0.342)
C (-5.232, -1.848, 0.949)
C (-3.940, -2.086, 1.409)
C (-2.966, -1.113, 1.269)
C (-1.769, 1.943, 2.042)
C (-2.318, 3.168, 2.386)
C (-2.045, 3.695, 3.640)
C (-1.212, 3.015, 4.513)
C (-0.641, 1.802, 4.143)
C (-0.917, 1.261, 2.901)
H (-4.799, 1.273, -0.303)
H (-6.551, -0.465, -0.023)
H (-5.992, -2.609, 1.064)
H (-3.696, -3.031, 1.880)
H (-1.952, -1.292, 1.603)
H (-2.910, 3.719, 1.667)
H (-2.457, 4.656, 3.919)
H (-0.984, 3.443, 5.480)
H (0.036, 1.288, 4.813)
H (-0.436, 0.344, 2.582)
Cl (2.092, 5.135, -1.581)
Ge (0.714, 3.568, -0.779)
Cl (-1.238, 4.725, -0.685)
Cl (1.278, 3.828, 1.438)

These are the Mulliken partial charges, in e, on atoms 1 to 8: 2.38, -1.35, 1.30, -1.72, 0.32, -0.78, -1.25, 0.63

---

Record 4
9 unconnected molecules or ions with the total composition C37H39Cl4N7 at a distorted geometry. Source: the OMol25 dataset; level of theory: ωB97M-V/def2-TZVPD.

LUMO level (alpha / beta): -4.623 / -8.404 eV
energy: -3656.9031 Ha
spin multiplicity: 2
net charge: +1
max |F|: 0.06687 hartree/bohr
energy relative to the best compared isomer or geometry (same formula, charge and spin): 73.61 kJ/mol
Kohn-Sham gap (alpha / beta): 6.783 / 2.997 eV

Geometry (Å):
N (3.876, -27.226, -1.647)
C (4.795, -27.877, -2.347)
C (5.016, -29.178, -2.299)
C (4.288, -29.881, -1.306)
C (3.422, -29.181, -0.430)
C (3.300, -27.836, -0.626)
H (5.307, -27.305, -3.108)
H (5.754, -29.448, -3.039)
H (4.639, -30.886, -1.125)
H (2.850, -29.661, 0.349)
H (2.555, -27.280, -0.076)
N (-1.866, -22.209, 4.894)
C (-1.365, -23.365, 4.498)
C (-1.109, -23.707, 3.147)
C (-1.195, -22.653, 2.180)
C (-1.777, -21.460, 2.563)
C (-2.065, -21.298, 3.881)
H (-1.205, -24.100, 5.273)
H (-0.665, -24.684, 3.026)
H (-0.999, -22.893, 1.145)
H (-1.961, -20.724, 1.794)
H (-2.524, -20.369, 4.185)
N (0.939, -27.730, 2.188)
C (1.598, -27.721, 3.311)
C (0.852, -27.525, 4.486)
C (-0.602, -27.365, 4.491)
C (-1.260, -27.344, 3.266)
C (-0.433, -27.452, 2.128)
H (2.658, -27.917, 3.363)
H (1.397, -27.534, 5.419)
H (-1.200, -27.385, 5.390)
H (-2.338, -27.346, 3.210)
H (-0.782, -27.534, 1.109)
N (2.885, -23.525, 9.235)
C (1.802, -22.886, 8.727)
C (1.066, -23.386, 7.698)
C (1.388, -24.605, 7.166)
C (2.577, -25.262, 7.562)
C (3.245, -24.689, 8.621)
H (1.562, -22.039, 9.352)
H (0.205, -22.829, 7.359)
H (0.782, -24.983, 6.357)
H (2.906, -26.159, 7.059)
H (4.094, -25.279, 8.931)
N (1.608, -30.688, 9.306)
C (2.398, -29.966, 10.125)
C (2.453, -28.592, 10.198)
C (1.585, -27.894, 9.346)
C (0.574, -28.559, 8.592)
C (0.718, -29.956, 8.539)
H (3.006, -30.600, 10.754)
H (3.129, -28.148, 10.913)
H (1.489, -26.819, 9.373)
H (-0.231, -28.093, 8.043)
H (0.168, -30.532, 7.809)
N (-2.908, -28.547, 6.586)
C (-3.461, -28.792, 7.810)
C (-3.913, -30.078, 8.159)
C (-4.163, -31.038, 7.183)
C (-3.696, -30.730, 5.884)
C (-3.063, -29.505, 5.647)
H (-3.371, -28.040, 8.581)
H (-4.236, -30.312, 9.163)
H (-4.662, -31.970, 7.405)
H (-3.784, -31.394, 5.037)
H (-2.692, -29.247, 4.666)
N (4.296, -28.292, 5.809)
C (5.484, -28.194, 5.198)
C (6.625, -28.720, 5.714)
C (6.527, -29.397, 6.913)
C (5.318, -29.449, 7.611)
C (4.232, -28.889, 6.979)
H (5.472, -27.851, 4.174)
H (7.476, -28.667, 5.052)
H (7.381, -29.783, 7.450)
H (5.228, -29.993, 8.540)
H (3.239, -29.029, 7.379)
C (-3.241, -25.733, -1.315)
Cl (-3.944, -25.687, 0.312)
Cl (-2.099, -27.073, -1.479)
H (-4.099, -25.833, -1.979)
H (-2.710, -24.852, -1.675)
C (-3.770, -28.995, 0.747)
Cl (-4.141, -30.505, -0.086)
Cl (-4.633, -28.849, 2.243)
H (-2.727, -28.809, 1.003)
H (-4.089, -28.165, 0.116)

These are the Mulliken partial charges, in e, on atoms 1 to 8: -0.55, -0.23, -0.19, -0.59, -0.16, -0.19, 0.36, 0.36

---

Record 5
A molecular structure, C37H39ILaN3P2Se3Te2 at a distorted geometry. Source: the OMol25 dataset; level of theory: ωB97M-V/def2-TZVPD.

LUMO level (alpha / beta): 3.767 / 3.767 eV
energy: -10349.5762 Ha
net charge: -2
max |F|: 0.08199 hartree/bohr
Kohn-Sham gap (alpha / beta): 4.188 / 3.835 eV

Geometry (Å):
La (0.916, 0.835, 1.698)
Te (-2.452, 2.230, -1.660)
C (-3.302, 0.552, -2.649)
C (-2.815, 0.152, -3.895)
C (-3.376, -0.959, -4.530)
N (-4.393, -1.640, -3.937)
C (-4.891, -1.263, -2.728)
C (-4.354, -0.157, -2.065)
C (-1.201, 0.972, -0.424)
P (-1.992, 0.835, 1.516)
C (-1.788, -0.991, 1.696)
C (-1.115, -1.493, 2.817)
C (-0.950, -2.872, 2.981)
C (-1.457, -3.756, 2.024)
C (-2.127, -3.261, 0.903)
C (-2.288, -1.883, 0.734)
C (-3.840, 1.025, 1.368)
C (-4.356, 2.298, 1.073)
C (-5.734, 2.509, 0.981)
C (-6.618, 1.453, 1.201)
C (-6.124, 0.188, 1.525)
C (-4.745, -0.027, 1.617)
P (0.734, 0.835, -1.230)
C (0.846, -1.005, -1.129)
C (-0.158, -1.830, -1.659)
C (-0.043, -3.221, -1.574)
C (1.067, -3.794, -0.949)
C (2.065, -2.977, -0.412)
C (1.956, -1.586, -0.502)
C (0.566, 1.126, -3.064)
C (0.756, 0.114, -4.027)
C (0.650, 0.405, -5.392)
C (0.369, 1.706, -5.813)
C (0.204, 2.721, -4.870)
C (0.309, 2.434, -3.506)
H (-2.012, 0.694, -4.368)
H (-3.004, -1.279, -5.493)
H (-5.703, -1.822, -2.282)
H (-4.753, 0.141, -1.110)
H (-0.722, -0.816, 3.565)
H (-0.430, -3.255, 3.849)
H (-1.331, -4.823, 2.152)
H (-2.519, -3.945, 0.162)
H (-2.806, -1.512, -0.139)
H (-3.686, 3.134, 0.916)
H (-6.115, 3.495, 0.744)
H (-7.685, 1.619, 1.133)
H (-6.812, -0.626, 1.710)
H (-4.410, -1.013, 1.889)
H (-1.024, -1.398, -2.142)
H (-0.818, -3.853, -1.988)
H (1.153, -4.871, -0.880)
H (2.925, -3.421, 0.073)
H (2.736, -0.961, -0.085)
H (0.994, -0.899, -3.750)
H (0.791, -0.379, -6.124)
H (0.289, 1.929, -6.869)
H (-0.002, 3.733, -5.195)
H (0.192, 3.237, -2.790)
Se (0.916, 0.047, 4.582)
Se (0.151, -1.769, 5.913)
Te (1.740, -3.279, 4.586)
Se (0.916, -2.046, 2.486)
C (4.010, -0.489, 2.080)
C (5.564, -0.486, 2.080)
N (6.126, 0.841, 1.698)
C (5.561, 1.171, 0.359)
C (4.007, 1.168, 0.359)
N (3.442, 0.835, 1.698)
C (4.005, 1.830, 2.655)
C (5.559, 1.833, 2.655)
H (3.638, -0.768, 3.074)
H (3.639, -1.255, 1.387)
H (5.938, -1.250, 1.388)
H (5.936, -0.764, 3.074)
H (5.935, 0.451, -0.379)
H (5.931, 2.154, 0.043)
H (3.636, 0.446, -0.379)
H (3.633, 2.150, 0.043)
H (3.633, 1.612, 3.663)
H (3.631, 2.829, 2.399)
H (5.932, 1.617, 3.664)
H (5.929, 2.834, 2.399)
I (-0.887, 4.185, 0.810)
C (0.916, 3.475, 1.698)
H (0.985, 3.845, 2.741)
H (1.785, 3.845, 1.116)
H (2.231, 2.151, 3.013)

These are the Mulliken partial charges, in e, on atoms 1 to 8: 1.30, 0.02, 0.10, -0.07, -0.49, -0.70, -0.30, 0.04